Record 1
{
  "formula": "C8H10O4",
  "method": "ωB97M-V/def2-TZVPD",
  "lumo_ha": 0.020,
  "orbital_gap_ha": 0.3460,
  "smiles": "C=C=C(OC(C)=O)C(=O)OCC",
  "energy_ha": -611.68350,
  "homo_ev": -8.87,
  "e_above_lowest_kcal_mol": 30.1,
  "elements": ["C", "C", "C", "O", "C", "C", "O", "C", "O", "O", "C", "C", "H", "H", "H", "H", "H", "H", "H", "H", "H", "H"],
  "positions_angstrom": [[-2.937755, -2.897785, 0.644043], [-2.140607, -1.967225, 0.179575], [-1.151553, -0.959824, -0.041323], [-1.378812, 0.305625, -0.168621], [-2.592589, 0.905297, -0.391761], [-2.495210, 2.336684, 0.126425], [-3.577733, 0.344171, -0.795867], [0.298755, -1.323750, -0.276071], [0.818416, -2.396608, -0.194248], [0.869891, -0.136908, -0.702766], [2.331248, -0.153123, -0.508958], [2.700062, -0.676822, 0.941993], [-2.886793, -2.791595, 1.721486], [-3.572888, -3.557029, 0.247870], [-2.036367, 2.290228, 1.072286], [-3.344172, 2.915044, 0.085565], [-1.627294, 2.788218, -0.464365], [2.795356, -0.721371, -1.414832], [2.592653, 0.891184, -0.649400], [2.072588, -0.178274, 1.581202], [2.609446, -1.783573, 1.001087], [3.711467, -0.459660, 1.142925]],
  "forces_ev_per_angstrom": [[3.2788, 3.8763, 2.0843], [3.0669, 2.6755, -1.1618], [-2.7770, -7.4058, 0.5714], [-1.0976, 3.7236, -0.1271], [-1.3264, 0.1003, 0.8127], [3.5985, -1.3070, -2.3680], [1.0507, 0.2794, 0.1146], [-1.3040, 1.4852, -1.0399], [-0.1167, 0.1809, 0.0823], [1.5534, -1.7591, 1.0903], [0.2356, -1.1845, -0.8860], [0.4767, -1.7248, -3.6464], [-0.4041, -0.6350, 0.4009], [-2.1250, -2.2875, -1.9723], [0.0980, -0.0901, 1.5284], [-1.9317, 0.9794, -0.2163], [-1.3215, -0.2120, 0.4183], [-0.6581, 0.6533, 1.8785], [0.1270, 0.0669, 0.2078], [-1.4669, 1.0277, 1.8789], [-0.1870, 0.9805, 0.0605], [1.2306, 0.5766, 0.2889]]
}

=====

Record 2
{
  "formula": "C8H10O8PTi",
  "method": "ωB97M-V/def2-TZVPD",
  "lumo_ha": [-0.609, -0.588],
  "orbital_gap_ha": [0.1838, 0.2247],
  "charge": 3,
  "energy_ha": -2102.18937,
  "homo_ev": [-21.56, -22.12],
  "e_above_lowest_kcal_mol": 0.0,
  "elements": ["O", "C", "Ti", "C", "O", "C", "O", "C", "O", "C", "O", "H", "C", "O", "P", "O", "C", "O", "C", "H", "H", "H", "H", "H", "H", "H", "H", "H"],
  "positions_angstrom": [[2.119878, 1.200196, 0.675109], [2.178917, 0.732430, -0.560370], [0.635092, -0.006450, 0.250849], [0.311687, 1.360177, 1.826242], [0.277196, 2.193498, 2.634899], [2.688803, 1.396400, -1.848068], [2.190626, 1.045017, -2.943370], [2.328489, -0.774712, -0.602417], [3.197533, -1.481381, -1.020144], [3.673608, 2.408691, -1.691692], [3.951000, 3.105257, -0.725982], [3.959909, 2.306645, -2.722845], [-0.465458, -2.405062, 2.086700], [-0.358466, -1.738580, 0.797554], [-1.586565, -1.902300, -0.477250], [-2.938014, -1.483594, 0.282580], [-3.150315, -0.451764, 1.299390], [-0.878652, -0.350294, -1.031679], [-1.619192, 0.600672, -1.863938], [0.550209, -2.640253, 2.406721], [-1.028327, -3.339855, 1.979273], [-0.943059, -1.764387, 2.832283], [-2.981011, -0.859813, 2.302808], [-2.528213, 0.438784, 1.129320], [-4.203918, -0.177449, 1.196524], [-2.609511, 0.820302, -1.445033], [-1.033824, 1.519991, -1.870141], [-1.738420, 0.247833, -2.897324]],
  "forces_ev_per_angstrom": [[0.6025, -0.5895, -3.3503], [1.2025, 2.5439, 0.8980], [-4.5273, -0.9104, 1.3440], [-1.6515, 4.6552, 5.9852], [0.2292, -4.1399, -4.1114], [-5.1060, -3.9656, -3.8965], [2.1315, 1.2028, 5.1506], [6.8350, -6.5303, -2.4899], [-4.6916, 3.3353, 1.7436], [2.5820, 4.3843, 2.5574], [-0.9050, -2.5169, -3.0433], [2.1868, 1.7010, -1.0548], [0.1170, -0.8911, 0.9512], [0.2378, 1.2533, -1.1868], [-2.0234, -0.0864, 1.3105], [2.3426, -0.1722, -0.8725], [-0.5385, 0.1371, 0.2097], [0.9253, 0.4384, 1.1881], [-0.6303, 0.7917, -0.9345], [-0.1118, -0.0884, -0.0470], [0.1182, 0.2219, -0.0810], [-0.0033, 0.0517, -0.3160], [-0.0333, -0.0505, -0.3797], [-0.0612, -0.2588, -0.1270], [0.2414, 0.0142, 0.0776], [0.3145, -0.3052, 0.1407], [-0.0226, -0.0009, -0.0714], [0.2394, -0.2246, 0.4054]]
}

=====

Record 3
{
  "formula": "C8H11B",
  "method": "ωB97M-V/def2-TZVPD",
  "lumo_ha": 0.025,
  "orbital_gap_ha": 0.3474,
  "smiles": "CBCc1ccccc1",
  "energy_ha": -336.23561,
  "homo_ev": -8.77,
  "e_above_lowest_kcal_mol": 14.1,
  "elements": ["C", "B", "C", "C", "C", "C", "C", "C", "C", "H", "H", "H", "H", "H", "H", "H", "H", "H", "H", "H"],
  "positions_angstrom": [[3.011658, -0.481658, -0.134468], [2.002049, 0.642304, 0.426023], [0.882504, 1.361240, -0.503572], [-0.446016, 0.554609, -0.201303], [-1.453008, 1.139076, 0.661267], [-2.648179, 0.316700, 0.937425], [-2.731423, -1.004207, 0.348677], [-1.718855, -1.576438, -0.535415], [-0.540915, -0.770472, -0.810849], [2.856233, -0.691146, -1.229178], [2.710006, -1.439021, 0.389546], [4.079146, -0.220816, 0.097801], [1.992416, 0.981197, 1.573161], [0.767888, 2.442311, -0.244476], [1.101764, 1.244235, -1.598161], [-1.322854, 2.150454, 1.113004], [-3.436600, 0.741774, 1.604520], [-3.622379, -1.651402, 0.551761], [-1.768409, -2.590224, -0.982897], [0.284973, -1.148517, -1.462867]],
  "forces_ev_per_angstrom": [[-0.9112, -0.0884, 0.0505], [-0.2332, 0.0614, -1.0807], [-0.2395, -0.7388, 0.0423], [0.2716, 0.2076, -0.0676], [-0.8286, -2.8023, -0.7448], [2.1203, -0.1058, -1.1622], [0.4104, 0.0289, -0.3933], [0.9996, 2.5030, 0.8800], [-1.9156, 0.5498, 1.4447], [0.4172, 0.3685, 0.9609], [0.6597, 0.8631, -0.2973], [-0.9376, -0.4756, -0.1924], [0.1717, -0.1774, 0.0411], [-0.0626, -0.8566, -0.2370], [-0.1488, 0.2570, 0.9199], [-0.0933, -1.0323, -0.5351], [0.6750, -0.6964, -0.7432], [0.8470, 0.8317, -0.0926], [-0.3315, 0.8452, 0.5321], [-0.8704, 0.4571, 0.6748]]
}